[1]
Density functional theory data (the ωB97M-V functional and the def2-TZVPD basis) for a 5-piece molecular cluster, C37H58IN7O2S overall.

Values from the calculation:
structure (SMILES)	CCCCCCc1cc(I)c2nc(N)c(S)nc2c1CCCCCOC(C)=O.CCCC#N.CCCC#N.CCCC#N.CCCC#N
HOMO energy	-8.33	eV
Kohn-Sham gap	7.94	eV
E	-72768.8552	eV
2S+1	1

Cartesian coordinates (Å):
1 I 3.729 3.495 -5.501
2 S 6.737 -0.175 -0.011
3 O -0.194 -2.854 3.663
4 O 1.549 -3.539 2.365
5 N -0.141 6.520 -3.484
6 N 2.158 -2.843 4.229
7 N 4.529 -0.268 -1.524
8 N -2.981 -1.225 1.254
9 N 7.279 2.143 -1.872
10 N 5.301 2.056 -3.110
11 N -9.340 0.174 2.243
12 C 4.560 -4.106 6.785
13 C -5.555 -1.112 0.754
14 C 0.177 -3.384 2.648
15 C 3.332 -3.862 -0.908
16 C -9.646 2.342 -0.445
17 C 1.668 -3.351 0.924
18 C -9.501 2.515 1.071
19 C 4.681 -2.597 6.605
20 C 2.525 -0.505 -2.835
21 C 3.752 0.208 -2.550
22 C -4.110 -1.175 1.033
23 C 1.668 -0.056 -3.824
24 C -0.866 0.559 -2.230
25 C 3.269 -2.870 -2.112
26 C 2.876 7.643 -2.191
27 C 3.233 6.183 -1.940
28 C -9.409 1.201 1.731
29 C 4.143 1.345 -3.285
30 C 3.327 -1.912 6.394
31 C 3.241 1.778 -4.327
32 C -5.854 -3.597 1.231
33 C 2.071 1.118 -4.578
34 C -0.996 1.014 1.748
35 C 3.162 -3.223 0.497
36 C 2.671 -2.434 5.180
37 C 1.400 7.952 -1.916
38 C 0.326 -0.670 -4.217
39 C -0.692 1.311 0.238
40 C -0.742 -0.736 -3.090
41 C -0.917 -3.884 1.689
42 C 2.174 -1.773 -2.032
43 C -1.014 0.153 -0.722
44 C 6.023 1.528 -2.142
45 C -6.302 -2.178 1.561
46 C 0.533 7.147 -2.795
47 C -8.463 1.615 -1.074
48 C 5.648 0.383 -1.327
49 H -10.562 1.789 -0.665
50 H 3.026 -3.483 -3.004
51 H -0.844 -4.971 1.491
52 H 2.657 -4.717 -1.089
53 H 3.921 -4.349 7.637
54 H 3.463 -0.835 6.284
55 H 2.683 5.515 -2.606
56 H 1.261 -2.211 -2.462
57 H 7.976 1.398 -1.827
58 H -10.361 3.051 1.474
59 H 5.998 -0.014 1.120
60 H 7.527 2.641 -2.729
61 H 4.284 -2.491 -2.282
62 H -2.043 -0.179 -0.531
63 H -1.799 1.096 -2.469
64 H 3.836 -3.628 1.264
65 H -7.372 -2.085 1.362
66 H -0.773 1.956 2.285
67 H 4.143 -4.582 5.897
68 H -2.054 0.793 1.931
69 H -7.528 2.147 -0.883
70 H 3.118 7.897 -3.226
71 H 1.931 -1.427 -1.015
72 H 1.047 -2.497 0.610
73 H -6.159 -1.999 2.629
74 H 1.413 1.491 -5.366
75 H 1.253 -4.257 0.438
76 H -0.643 -1.592 -2.407
77 H 1.151 7.731 -0.877
78 H -6.432 -4.321 1.806
79 H -1.287 2.213 -0.005
80 H 1.196 9.008 -2.096
81 H -4.802 -3.753 1.477
82 H -8.365 0.599 -0.687
83 H -0.356 0.225 2.173
84 H 3.495 8.278 -1.553
85 H 2.674 -2.085 7.251
86 H -1.717 -0.875 -3.598
87 H -8.604 3.092 1.305
88 H 4.351 -4.299 -0.929
89 H 0.437 -1.673 -4.675
90 H 5.542 -4.548 6.961
91 H 0.011 1.224 -2.273
92 H -0.111 -0.046 -5.019
93 H 3.344 -2.133 0.436
94 H 3.015 5.898 -0.909
95 H -9.747 3.326 -0.906
96 H 5.161 -2.169 7.488
97 H -0.350 -0.695 -0.460
98 H -0.922 -3.371 0.715
99 H 4.296 6.016 -2.120
100 H 0.377 1.602 0.208
101 H -1.892 -3.705 2.158
102 H -5.920 -0.118 1.016
103 H -5.995 -3.817 0.170
104 H -8.594 1.539 -2.154
105 H -5.714 -1.261 -0.316
106 H 5.334 -2.391 5.753

These are the Löwdin partial charges, in e, on atoms 1 to 4: atom 1 (I): 0.820, atom 2 (S): 0.779, atom 3 (O): 0.073, atom 4 (O): -0.137

***

[2]
Density functional theory data (the ωB97M-V functional and the def2-TZVPD basis) for C39H83F3HgN2O17S6 as an isolated structure.

Values from the calculation:
HOMO energy	-7.45	eV
Kohn-Sham gap	1.24	eV
E	-156898.3820	eV
2S+1	1

Cartesian coordinates (Å):
1 Hg 1.610 -5.381 2.782
2 S 7.167 2.070 -2.940
3 S 0.894 6.298 7.606
4 S -1.695 -3.782 7.360
5 S -5.346 6.566 3.681
6 S -1.361 -7.469 -9.668
7 S -0.140 2.240 -8.284
8 F 0.009 1.178 1.948
9 F -0.519 1.546 -0.068
10 F 1.344 0.745 0.420
11 O 0.101 -7.507 -9.446
12 O -0.808 -4.370 6.340
13 O -4.285 7.496 4.164
14 O -0.289 -1.837 1.453
15 O 0.412 0.921 -7.975
16 O 0.942 9.027 -1.398
17 O -0.232 -1.425 -0.689
18 O 4.409 -3.822 1.194
19 O 7.635 1.906 -1.594
20 O 0.542 7.647 7.948
21 O -1.763 -7.792 2.766
22 O 7.774 1.308 -3.999
23 O -1.878 -4.448 8.666
24 O 0.763 3.351 -8.485
25 O 0.010 5.206 8.000
26 O -6.367 6.948 2.732
27 O -2.025 -8.570 -10.359
28 N -1.145 -6.586 0.339
29 N 4.299 -3.350 4.078
30 C 1.273 6.082 5.860
31 C 5.394 -3.080 1.852
32 C -2.588 -8.099 1.629
33 C 5.301 1.738 -3.015
34 C -4.475 5.044 3.058
35 C -2.235 -6.973 -8.076
36 C -0.594 -0.809 0.515
37 C -3.628 -1.926 6.803
38 C -3.222 -7.431 -0.814
39 C -1.465 2.836 -7.068
40 C 4.777 -2.415 3.119
41 C -3.386 -3.462 6.590
42 C -3.072 -5.750 -8.492
43 C -1.756 -5.853 -10.559
44 C -2.746 -1.312 7.890
45 C -5.969 4.080 4.809
46 C 5.782 -1.506 3.841
47 C 0.049 0.646 0.710
48 C -1.819 -8.913 3.707
49 C -1.343 -1.970 7.740
50 C 0.248 6.842 -2.054
51 C -4.585 3.981 4.138
52 C -2.645 3.384 -7.862
53 C -1.447 2.239 -9.654
54 C 4.600 3.093 -3.020
55 C 0.638 7.733 -0.939
56 C 1.859 7.118 -0.277
57 C -0.516 -1.742 -3.038
58 C 3.483 5.704 6.975
59 C -2.258 -4.907 -9.474
60 C 7.026 3.842 -3.362
61 C -0.557 -0.713 -1.902
62 C 4.790 -4.238 -0.078
63 C 2.607 5.968 8.272
64 C 2.497 5.166 5.963
65 C -6.132 5.625 5.085
66 C 5.525 4.072 -3.750
67 C -2.869 2.386 -8.961
68 C -2.510 -7.054 0.509
69 H 2.015 7.657 0.657
70 H -3.663 2.681 -9.647
71 H 6.180 -0.711 3.210
72 H 7.249 4.433 -2.474
73 H -4.670 -1.706 7.037
74 H 5.373 4.108 -4.829
75 H 5.184 5.075 -3.497
76 H -6.753 3.746 4.130
77 H -4.143 -4.096 7.052
78 H 3.940 -1.812 2.767
79 H 6.686 -1.917 4.290
80 H 4.183 -2.857 4.952
81 H 7.716 4.086 -4.169
82 H -5.448 5.807 5.914
83 H -1.279 1.476 -10.414
84 H 1.575 7.063 5.490
85 H -2.464 4.409 -8.185
86 H -4.275 -7.171 -0.705
87 H -0.818 -1.597 6.861
88 H 6.249 -3.738 2.009
89 H 5.760 -2.336 1.145
90 H -2.774 -8.840 4.228
91 H -2.550 -6.062 -11.276
92 H -1.270 3.142 -10.239
93 H -1.443 -6.799 -7.348
94 H -0.182 7.817 -0.225
95 H 1.664 6.094 0.041
96 H -3.522 3.469 -7.221
97 H -3.408 -1.440 5.852
98 H -3.860 4.008 4.952
99 H 2.556 5.189 9.033
100 H -7.150 5.923 5.334
101 H 4.356 5.063 7.098
102 H 5.091 -3.355 -0.642
103 H -0.841 -1.210 -3.932
104 H -1.643 -0.520 0.450
105 H 4.012 6.605 6.665
106 H -4.032 -6.123 -8.849
107 H 1.079 6.508 -2.676
108 H -2.984 -6.247 1.068
109 H 0.325 -0.115 -2.132
110 H -4.412 3.007 3.680
111 H -3.129 -5.214 -7.544
112 H -0.653 -7.017 -0.431
113 H -0.960 3.554 -6.422
114 H -3.071 1.380 -8.595
115 H 5.014 1.058 -2.213
116 H -1.236 -5.630 0.025
117 H 2.785 7.098 -0.852
118 H 5.568 -4.991 -0.206
119 H -5.151 4.801 2.238
120 H -0.819 -5.492 -10.983
121 H -2.707 -0.223 7.875
122 H 4.937 -4.093 4.325
123 H 0.388 5.735 5.327
124 H 2.966 4.920 5.011
125 H -3.596 -8.210 2.028
126 H -1.989 2.083 -6.479
127 H -3.327 -3.759 5.543
128 H -0.365 7.372 -2.782
129 H -1.441 -0.076 -1.919
130 H -2.844 -7.822 -7.766
131 H 3.612 2.990 -3.469
132 H -3.047 -8.494 -0.976
133 H -3.525 5.381 2.643
134 H -3.084 -1.654 8.869
135 H -1.453 -4.423 -8.921
136 H 5.269 -1.009 4.664
137 H 2.844 6.847 8.872
138 H -1.535 -9.852 3.233
139 H -0.670 -1.826 8.585
140 H -2.737 -4.037 -9.923
141 H 0.510 -2.063 -3.223
142 H -1.095 -8.628 4.470
143 H 5.050 1.274 -3.969
144 H -2.333 -9.049 1.160
145 H -6.092 3.468 5.702
146 H -1.145 -2.621 -2.895
147 H -2.835 -7.008 -1.741
148 H 4.014 -4.741 -0.655
149 H -0.312 6.008 -1.631
150 H 4.332 3.489 -2.040
151 H 2.162 4.212 6.370

These are the Löwdin partial charges, in e, on atoms 1 to 4: atom 1 (Hg): 0.441, atom 2 (S): 0.679, atom 3 (S): 0.676, atom 4 (S): 0.733

***

[3]
Density functional theory data (the ωB97M-V functional and the def2-TZVPD basis) for C28H28AsN9O21SSc as an isolated structure.

Values from the calculation:
relative energy (zero: lowest compared OMol25 entry of this formula, charge and spin)	389.4	kJ/mol
HOMO energy	-5.24	eV
Kohn-Sham gap	5.49	eV
charge	-1
E	-178275.6554	eV
2S+1	1

Cartesian coordinates (Å):
1 As -4.291 -0.939 0.483
2 Sc 0.588 0.854 0.210
3 S -0.887 0.031 -2.692
4 O -3.582 0.297 1.358
5 O 4.545 1.820 -0.563
6 O 1.387 0.924 -4.043
7 O 3.469 -2.992 -2.730
8 O -2.585 6.928 0.835
9 O 7.996 -0.358 1.838
10 O -5.378 -0.001 -0.604
11 O -0.786 6.517 2.084
12 O 3.210 -2.504 -4.878
13 O 2.518 -2.548 -0.732
14 O 1.813 0.155 1.907
15 O 0.886 -1.163 -0.107
16 O -2.886 -1.167 -0.781
17 O -0.794 1.967 -5.139
18 O 1.155 2.578 1.312
19 O 2.542 1.097 -0.475
20 O 1.469 -1.030 4.191
21 O 0.851 4.539 2.352
22 O 7.542 -1.513 3.598
23 O 3.146 -1.964 5.145
24 O -0.122 0.888 -1.666
25 N -2.549 4.361 -0.247
26 N -1.182 2.687 0.079
27 N -1.423 -1.005 4.343
28 N -0.581 -1.530 -2.227
29 N 3.697 1.160 -0.024
30 N -1.036 0.128 1.727
31 N 0.812 -1.311 -4.545
32 N 2.670 -1.295 4.248
33 N 7.217 -0.843 2.635
34 C 4.886 -1.064 3.358
35 C -0.501 0.615 -5.430
36 C 0.480 0.130 -4.367
37 C -2.262 3.080 -0.570
38 C -0.766 3.761 0.821
39 C -1.836 0.411 4.062
40 C -2.614 -4.441 -3.334
41 C 1.462 -1.932 -0.948
42 C -1.657 -2.453 -2.351
43 C -1.559 -3.551 -3.192
44 C -3.909 -3.102 -1.812
45 C -0.862 -1.319 1.986
46 C 2.801 -2.483 -3.739
47 C -2.843 -2.222 -1.618
48 C 3.543 -0.801 3.203
49 C 0.509 3.644 1.567
50 C 1.432 -1.896 -3.460
51 C -0.935 0.931 2.956
52 C -1.716 -1.841 3.129
53 C 5.797 -0.586 2.438
54 C -1.697 6.186 1.194
55 C -3.795 -4.202 -2.651
56 C 5.382 0.152 1.342
57 C 0.784 -1.943 -2.278
58 C -3.068 2.285 -1.529
59 C 4.045 0.386 1.151
60 C 3.015 -0.072 2.066
61 C -1.610 4.818 0.640
62 H -2.017 0.239 1.389
63 H 6.104 0.526 0.630
64 H -2.518 -5.293 -3.994
65 H -0.025 0.521 -6.416
66 H -1.128 -1.854 1.076
67 H -0.641 -3.693 -3.748
68 H -0.123 5.769 2.236
69 H -4.095 2.649 -1.561
70 H 1.412 -1.416 -5.360
71 H -1.732 1.000 4.972
72 H -1.481 -2.881 3.349
73 H -1.879 -1.376 5.172
74 H -4.842 -2.924 -1.293
75 H 5.222 -1.644 4.204
76 H -2.875 0.392 3.730
77 H -5.157 0.924 -0.430
78 H -3.064 1.234 -1.242
79 H 3.019 -2.797 -1.848
80 H -1.240 1.951 2.727
81 H -0.404 -1.028 4.503
82 H -3.311 4.930 -0.582
83 H -2.643 2.359 -2.533
84 H 0.102 0.949 3.297
85 H -1.424 0.034 -5.424
86 H -4.640 -4.868 -2.771
87 H 0.027 2.280 -4.716
88 H -2.775 -1.725 2.913
89 H 0.188 -1.515 2.197

These are the Löwdin partial charges, in e, on atoms 1 to 4: atom 1 (As): 1.080, atom 2 (Sc): 1.052, atom 3 (S): 1.125, atom 4 (O): -0.596

***

[4]
Density functional theory data (the ωB97M-V functional and the def2-TZVPD basis) for a 3-piece molecular cluster, C3H8N2O2 overall.

Values from the calculation:
relative energy (zero: lowest compared OMol25 entry of this formula, charge and spin)	190.5	kJ/mol
structure (SMILES)	c1c[nH]cn1.O.O
HOMO energy	-9.21	eV
Kohn-Sham gap	9.81	eV
E	-10314.9777	eV
2S+1	1

Cartesian coordinates (Å):
1 O 1.767 -2.308 0.080
2 O 2.659 1.967 0.994
3 N -0.436 0.294 0.809
4 N -1.685 0.682 -0.949
5 C -0.635 1.131 -0.164
6 C -1.151 -0.832 0.519
7 C -1.860 -0.630 -0.633
8 H 1.970 -2.959 -0.601
9 H -1.016 -1.746 1.063
10 H 2.201 2.053 1.836
11 H -2.610 -1.266 -1.065
12 H 2.003 1.928 0.299
13 H -2.276 1.410 -1.314
14 H 1.154 -1.724 -0.396
15 H -0.084 1.999 -0.478

These are the Löwdin partial charges, in e, on atoms 1 to 4: atom 1 (O): -0.066, atom 2 (O): -0.058, atom 3 (N): 0.054, atom 4 (N): 0.033

***

[5]
Density functional theory data (the ωB97M-V functional and the def2-TZVPD basis) for a 3-piece molecular cluster, C3H11N3O2 overall.

Values from the calculation:
relative energy (zero: lowest compared OMol25 entry of this formula, charge and spin)	399.5	kJ/mol
HOMO energy	-8.68	eV
Kohn-Sham gap	8.27	eV
E	-11851.5967	eV
2S+1	1

Cartesian coordinates (Å):
1 O -1.287 -1.168 0.772
2 O 1.587 0.303 1.819
3 N 1.325 -1.140 -0.349
4 N 0.939 -2.313 -0.209
5 N -0.508 0.946 0.675
6 C -0.913 -0.220 0.073
7 C -0.056 2.139 -0.001
8 C -1.205 -0.150 -1.413
9 H -1.371 -1.167 -1.775
10 H -0.729 2.396 -0.822
11 H -0.584 0.980 1.683
12 H 0.945 1.975 -0.417
13 H -0.023 2.958 0.725
14 H -2.108 0.448 -1.579
15 H 1.077 -3.017 -0.959
16 H -0.370 0.290 -1.966
17 H 1.575 -0.371 2.476
18 H 1.579 -0.378 0.852
19 H 0.127 -2.512 0.415

These are the Löwdin partial charges, in e, on atoms 1 to 4: atom 1 (O): -0.034, atom 2 (O): -0.208, atom 3 (N): 0.051, atom 4 (N): 0.018

***

[6]
Density functional theory data (the ωB97M-V functional and the def2-TZVPD basis) for C16H22ClN4O4Pb as an isolated structure.

Values from the calculation:
HOMO energy (alpha / beta)	-7.48 / -7.48	eV
Kohn-Sham gap (alpha / beta)	3.93 / 4.04	eV
E	-48857.1283	eV
2S+1	2
expectation value of S²	0.75

Cartesian coordinates (Å):
1 Pb 8.080 -25.018 3.690
2 Cl 9.967 -24.146 7.186
3 O 10.021 -25.444 7.840
4 O 11.134 -23.799 6.418
5 O 9.528 -23.101 8.113
6 O 8.861 -24.157 6.293
7 N 7.823 -25.396 10.744
8 N 14.340 -18.747 6.399
9 N 12.475 -20.702 11.018
10 N 6.832 -21.419 8.580
11 C 5.032 -20.637 9.696
12 C 6.372 -20.462 9.455
13 C 7.680 -26.476 11.528
14 C 5.669 -25.562 11.306
15 C 12.993 -20.530 7.003
16 C 14.954 -19.359 7.446
17 C 6.587 -24.870 10.559
18 C 12.437 -21.845 10.740
19 C 4.552 -21.658 8.815
20 C 13.457 -23.754 9.471
21 C 12.371 -23.251 10.486
22 C 5.721 -22.160 8.197
23 C 14.944 -23.672 9.855
24 C 14.155 -20.452 7.808
25 C 6.329 -26.664 11.838
26 C 13.179 -19.469 6.162
27 H 14.652 -17.967 5.838
28 H 13.291 -24.793 9.185
29 H 15.037 -23.915 10.913
30 H 5.965 -27.447 12.485
31 H 15.438 -22.748 9.554
32 H 7.235 -19.957 9.861
33 H 12.469 -19.135 5.420
34 H 11.388 -23.569 10.137
35 H 5.860 -23.044 7.593
36 H 4.620 -25.304 11.344
37 H 8.630 -25.162 10.184
38 H 14.450 -21.057 8.653
39 H 13.373 -23.188 8.543
40 H 3.491 -21.847 8.748
41 H 4.531 -20.048 10.449
42 H 12.573 -23.668 11.473
43 H 15.444 -24.486 9.329
44 H 8.506 -27.124 11.784
45 H 12.139 -21.191 6.996
46 H 6.498 -24.081 9.827
47 H 7.788 -21.554 8.284
48 H 15.848 -18.950 7.895

These are the Löwdin partial charges, in e, on atoms 1 to 4: atom 1 (Pb): 1.024, atom 2 (Cl): 0.630, atom 3 (O): -0.335, atom 4 (O): -0.330